Here is a 5-piece molecular cluster, C31H44Cl13F3I2N5O3S overall in a non-equilibrium geometry from OMol25. Energies are from ωB97M-V/def2-TZVPD.

total energy = -8982.5096 Eh
HOMO level = -11.23 eV

Geometry as ORCA input:
```
! RIJCOSX wB97M-V def2-TZVPD def2/J DEFGRID3
* xyz 1 1
C 0.7889 -2.0564 3.9431
C -0.6429 -2.3761 3.5177
C -1.0436 -2.0302 2.0772
C -0.5839 -0.6479 1.5842
C -1.2717 0.4036 2.4842
C -0.7253 -0.4616 0.0172
C -1.8176 -1.3264 -0.6185
C -3.3144 -1.1293 -0.4225
O -4.0484 -1.4227 -1.3075
Cl -4.0257 -0.6118 1.1055
N 0.6517 -0.9829 -0.4527
C 0.9588 -2.4013 -0.7132
C 1.6853 -3.2213 0.3801
C 1.1256 -4.6339 0.4933
N 2.0360 -5.6450 0.9299
O -0.0020 -4.9183 0.1885
C 1.3108 -0.0432 -1.1308
N 2.5951 0.1731 -1.2935
S 3.7766 -0.8229 -0.5482
C 3.1336 1.3186 -2.0943
C 3.7397 2.3717 -1.1690
C 4.8392 3.1584 -1.8418
C 6.0726 2.5889 -2.1517
C 7.0570 3.3660 -2.7410
C 6.8484 4.7067 -3.0366
C 5.6151 5.2775 -2.7486
C 4.6314 4.4964 -2.1553
N 0.3811 0.8768 -1.7082
C -0.0477 0.1786 -2.9163
O 0.5929 0.8534 -4.0267
C -0.0423 0.7008 -5.2115
F 0.7651 1.0982 -6.1819
F -0.3620 -0.5917 -5.4303
F -1.1706 1.4104 -5.2777
C -0.5688 1.0534 -0.5234
C 0.3363 1.9407 0.3902
N -0.3824 2.9106 1.2233
C -1.7816 1.8224 -1.1572
I -1.1293 3.4435 -2.4440
C -2.9167 2.3693 -0.2435
C -3.0288 3.8699 0.0740
I -4.7946 1.9759 -1.2960
H 1.0601 -1.0145 3.7473
H 1.5439 -2.6892 3.4728
H 0.8847 -2.1758 5.0221
H -1.3219 -1.9481 4.2558
H -0.7861 -3.4513 3.6042
H -0.8087 -2.8568 1.4027
H -2.1344 -1.9958 2.0809
H 0.4799 -0.5731 1.8046
H -0.5374 0.8900 3.1299
H -1.8060 1.1840 1.9594
H -1.9797 -0.0706 3.1606
H -1.7068 -1.2646 -1.7021
H -1.6503 -2.3820 -0.4025
H 0.1042 -2.9894 -1.0416
H 1.6443 -2.4007 -1.5638
H 1.6345 -2.6656 1.3179
H 2.7437 -3.3225 0.1543
H 2.7584 -5.2451 1.5184
H 2.4441 -6.0326 0.0838
H 3.9540 -1.7419 -1.5175
H 3.9352 0.8896 -2.6929
H 2.3612 1.7367 -2.7298
H 2.9874 3.0843 -0.8276
H 4.1543 1.9172 -0.2638
H 6.2717 1.5453 -1.9332
H 8.0263 2.9360 -2.9607
H 7.6176 5.3149 -3.4914
H 5.3949 6.3180 -2.9451
H 3.6824 4.9349 -1.8910
H -1.1210 0.1782 -3.1016
H 0.2991 -0.8553 -2.9891
H 0.9069 1.3094 1.0717
H 1.0145 2.4910 -0.2542
H -0.0438 2.9003 2.1758
H -0.1922 3.8428 0.8766
H -2.2704 1.1498 -1.8546
H -3.0261 1.8304 0.6888
H -3.6796 3.9518 0.9487
H -2.0942 4.3451 0.3416
H -3.5398 4.4239 -0.7074
C -0.8914 -6.3159 5.0515
Cl -0.0431 -5.2199 6.1504
Cl -2.6329 -6.1804 5.2485
Cl -0.4241 -5.9980 3.3774
H -0.5983 -7.3289 5.2950
C -5.6210 -8.9342 4.8599
Cl -6.1592 -10.0617 6.0999
Cl -5.9339 -7.2668 5.3544
Cl -3.9136 -9.1803 4.4848
H -6.1898 -9.1252 3.9599
C 1.0315 5.7597 -4.8137
Cl 0.2914 4.4567 -5.7455
Cl 2.5194 5.1960 -4.0351
Cl 1.3447 7.1619 -5.8276
H 0.3404 6.0551 -4.0342
C -7.1947 3.7019 1.8885
Cl -7.9635 2.9833 0.4786
Cl -5.9240 2.6426 2.5236
Cl -6.5410 5.2949 1.5087
H -7.9430 3.8187 2.6608
*
```